[1]
Below is C22H44N4O2 in the gas phase, with properties calculated with the ωB97M-V functional and the def2-TZVPD basis.

Computed properties:
Highest occupied orbital energy, eV: -8.3
HOMO-LUMO gap, eV: 9.0
Energy above the lowest of the compared OMol25 structures with the same formula, charge and spin, kcal/mol: 3.1
2S+1: 1

```
72
Properties=species:S:1:pos:R:3:mulliken_charge:R:1
O 2.48521 3.62806 1.39789 -0.656
C 1.40460 2.77003 1.11025 0.130
C 1.95761 1.39449 0.70989 0.231
N 2.78987 1.54099 -0.47243 -0.123
C 3.77331 0.49483 -0.72968 -0.543
C 3.20075 -0.92941 -0.73857 -0.286
C 4.28184 -1.93584 -1.11892 -0.933
C 5.45726 -1.84528 -0.15047 -0.641
C 6.02249 -0.42783 -0.12532 -0.855
C 4.93806 0.57424 0.26018 -0.647
C 0.50056 3.44954 0.04871 -1.599
N -0.76072 2.83892 -0.29956 0.141
C -1.61736 2.48160 0.81034 -0.425
C -3.03558 2.26979 0.28906 -1.437
N -3.03496 1.21302 -0.70964 0.901
C -4.38129 0.82445 -1.10360 -1.378
C -4.93430 -0.33770 -0.24532 0.061
O -5.05744 0.00348 1.11122 -0.669
C -4.06354 -1.59592 -0.38414 -0.765
N -2.86680 -1.40542 0.41043 0.288
C -1.95966 -2.53414 0.48555 -0.492
C -1.25317 -2.87858 -0.83517 -0.166
C -0.33527 -4.08354 -0.65393 -1.094
C 0.70141 -3.81366 0.43173 0.188
C 0.01767 -3.44784 1.74580 -1.062
C -0.90510 -2.24783 1.55741 0.341
C -2.17729 1.59719 -1.81439 -1.557
C -0.75254 1.79060 -1.29162 0.134
H 3.12654 3.49867 0.68490 0.440
H 0.84275 2.67129 2.04558 0.500
H 2.58660 1.05033 1.53351 0.674
H 1.13410 0.67501 0.59014 -0.797
H 2.19200 1.64052 -1.28623 0.265
H 4.17289 0.71065 -1.72937 0.466
H 2.36809 -0.98748 -1.44643 0.303
H 2.82097 -1.16818 0.25757 0.268
H 3.86728 -2.94655 -1.10914 0.300
H 4.63036 -1.72711 -2.13336 0.406
H 6.23587 -2.55138 -0.44565 0.342
H 5.12069 -2.11869 0.85236 0.317
H 6.84775 -0.36910 0.58699 0.377
H 6.41516 -0.17662 -1.11345 0.364
H 5.33926 1.58892 0.26167 0.331
H 4.58949 0.34917 1.26922 0.284
H 1.07736 3.58751 -0.86932 0.514
H 0.27834 4.44670 0.44680 0.312
H -1.61132 3.29766 1.53476 0.565
H -1.28239 1.55808 1.31482 0.097
H -3.69748 1.98048 1.10518 0.557
H -3.40025 3.21688 -0.14487 0.407
H -4.37025 0.48636 -2.14283 0.502
H -5.07744 1.67276 -1.03264 0.344
H -5.94737 -0.55119 -0.61108 0.558
H -4.22419 -0.27797 1.52236 0.439
H -4.60347 -2.45832 0.02232 0.456
H -3.87393 -1.78449 -1.45309 0.294
H -2.39112 -0.56893 0.07085 -0.412
H -2.55495 -3.40210 0.79984 0.436
H -1.99295 -3.09519 -1.60872 0.478
H -0.66841 -2.01340 -1.16188 -0.186
H 0.16543 -4.31382 -1.59738 0.438
H -0.93582 -4.95240 -0.37432 0.380
H 1.33118 -4.69479 0.57221 0.396
H 1.34483 -2.99036 0.11599 -0.353
H 0.76872 -3.22130 2.50578 0.423
H -0.56776 -4.29977 2.09881 0.412
H -1.40450 -2.00172 2.49575 0.377
H -0.31760 -1.37690 1.25439 -0.582
H -2.18464 0.80260 -2.56547 0.473
H -2.51271 2.53564 -2.28738 0.401
H -0.10261 2.08531 -2.11925 0.609
H -0.40209 0.82135 -0.89172 -0.265
```

***

[2]
Below is a molecular structure, C22H44O44S11 in a non-equilibrium geometry, with properties calculated with the ωB97M-V functional and the def2-TZVPD basis.

Computed properties:
Highest occupied orbital energy, eV: -10.4
HOMO-LUMO gap, eV: 9.7
Energy above the lowest of the compared OMol25 structures with the same formula, charge and spin, kcal/mol: 56.9
2S+1: 1

```
121
Properties=species:S:1:pos:R:3:mulliken_charge:R:1
C 1.55967 -0.56490 -4.81600 0.299
C 0.74230 0.50270 -4.03748 0.087
O -0.02538 1.21949 -4.99197 -0.324
S 0.67680 1.14609 -6.47311 1.055
O 1.55005 2.25868 -6.60223 -0.508
O -0.34268 0.88587 -7.42176 -0.550
O 1.47991 -0.22143 -6.18678 -0.399
H 1.13996 -1.55598 -4.67661 0.028
H 2.58013 -0.45512 -4.45139 0.237
H 1.43190 1.18583 -3.54055 0.108
H 0.06374 0.02204 -3.33849 -0.014
C 1.29305 -5.06912 2.59713 0.262
C 0.64296 -4.09912 3.62778 0.758
O -0.19893 -4.92793 4.41171 -0.262
S 0.44430 -6.38352 4.61227 1.023
O -0.55615 -7.38575 4.61916 -0.539
O 1.42776 -6.33903 5.64159 -0.568
O 1.15551 -6.39043 3.13599 -0.370
H 2.36641 -5.02051 2.45251 0.063
H 0.69425 -4.92738 1.69670 -0.056
H 0.02572 -3.38002 3.09180 -0.305
H 1.34594 -3.52607 4.23736 -0.004
C 4.09466 0.00947 -0.41405 0.491
C 4.97085 0.89112 0.45707 -0.478
O 5.09859 0.23676 1.70532 -0.336
S 4.62898 -1.30712 1.63339 0.891
O 3.44753 -1.48444 2.39942 -0.170
O 5.72721 -2.14679 1.96501 -0.659
O 4.37446 -1.31518 0.04789 -0.320
H 4.29935 0.08467 -1.47922 0.383
H 3.03366 0.22297 -0.27030 -0.436
H 4.54060 1.88919 0.53184 0.326
H 5.95943 1.01409 0.00744 0.356
C -5.38656 -0.92919 3.06821 -0.552
C -4.44821 -0.32738 2.01949 -0.350
O -3.18174 -0.34360 2.65399 -0.080
S -3.08820 -1.67325 3.59323 1.097
O -2.79578 -1.27281 4.92403 -0.644
O -2.31695 -2.65756 2.92583 -0.428
O -4.64700 -2.07088 3.45394 -0.340
H -6.33537 -1.06899 2.54656 0.402
H -5.63731 -0.27516 3.90297 0.313
H -4.76699 0.68271 1.76006 0.359
H -4.44167 -0.91101 1.09868 0.225
C 2.38516 -0.69788 6.12873 -0.289
C 2.76605 0.73383 6.31288 -0.472
O 1.88373 1.41122 5.43796 -0.351
S 1.69676 0.64373 4.02967 1.069
O 2.54301 1.25376 3.05692 -0.578
O 0.31475 0.50107 3.74427 -0.714
O 2.24968 -0.79308 4.70214 -0.153
H 1.39699 -0.91862 6.52974 0.290
H 3.18471 -1.36845 6.43086 0.333
H 3.79881 0.97550 6.06221 0.288
H 2.54473 1.08106 7.32186 0.328
C -0.16984 0.96947 1.19966 -0.154
C -1.27512 1.07819 0.15909 -0.232
O -1.50185 -0.24513 -0.29933 -0.089
S -0.21648 -1.21193 -0.04237 0.091
O 0.32287 -1.58341 -1.32087 -0.179
O -0.62283 -2.24440 0.84508 -0.376
O 0.64302 -0.10686 0.70042 0.288
H -0.61721 0.71122 2.16059 0.209
H 0.38715 1.88175 1.38190 0.644
H -0.94443 1.74593 -0.63658 -0.214
H -2.18866 1.40096 0.64948 0.230
C -5.38876 5.42839 -3.09285 -0.523
C -3.95975 5.76915 -2.80924 -0.135
O -3.56974 4.93969 -1.69166 -0.148
S -4.65927 3.76069 -1.46492 1.176
O -5.61057 4.17412 -0.48670 -0.607
O -4.05980 2.47422 -1.43599 -0.423
O -5.42783 4.00873 -2.89647 -0.382
H -5.70168 5.57564 -4.12594 0.319
H -6.14050 5.89984 -2.45534 0.287
H -3.86862 6.82522 -2.54975 0.298
H -3.28087 5.62039 -3.64481 0.231
C 3.07508 -3.94412 -0.22523 0.557
C 3.02330 -3.93251 -1.74833 0.254
O 2.46230 -5.13891 -2.17729 -0.357
S 2.11023 -6.19978 -0.99853 1.087
O 2.84244 -7.38755 -1.25557 -0.618
O 0.68952 -6.35581 -0.94807 -0.488
O 2.84797 -5.30912 0.16138 -0.356
H 2.31309 -3.25526 0.14839 -0.292
H 4.02132 -3.72620 0.25857 0.320
H 3.97076 -3.74242 -2.26409 0.294
H 2.44196 -3.07556 -2.10760 -0.293
C 2.52462 5.44478 -3.03049 -0.294
C 2.43542 4.63205 -4.30486 -0.330
O 1.28261 3.85445 -4.09046 -0.197
S 0.13117 4.51963 -3.20918 0.730
O -0.12896 3.56877 -2.18327 -0.212
O -0.90144 5.07193 -4.00238 -0.562
O 1.16975 5.71808 -2.71890 -0.365
H 3.06511 6.39086 -3.08227 0.332
H 3.11978 4.92449 -2.26931 0.209
H 3.28569 3.96315 -4.44863 0.301
H 2.35452 5.17707 -5.25096 0.263
C -2.56633 5.96308 2.21689 -0.432
C -2.13139 5.06098 1.06339 0.162
O -1.39085 3.94009 1.68454 -0.029
S -1.37931 4.12146 3.30252 1.076
O -0.28782 4.91476 3.75194 -0.610
O -1.69968 2.92119 3.97834 -0.465
O -2.76104 4.98196 3.22162 -0.404
H -3.47833 6.46838 1.90699 0.366
H -1.84295 6.71181 2.54536 0.312
H -1.33611 5.33187 0.36806 0.263
H -2.99437 4.66808 0.53227 -0.257
C -0.43247 -4.07249 -3.55141 0.599
C -1.14792 -4.09903 -2.19763 -0.010
O -1.95050 -5.26950 -2.17232 -0.318
S -2.54398 -5.50058 -3.64503 1.097
O -3.72508 -4.74038 -3.87544 -0.558
O -2.60943 -6.89213 -3.93158 -0.560
O -1.28240 -4.86703 -4.38947 -0.409
H 0.59130 -4.44247 -3.58849 0.101
H -0.42975 -3.06948 -3.98491 -0.265
H -1.77286 -3.19879 -2.17968 0.412
H -0.50537 -4.04584 -1.32799 -0.186
```